82
Properties=species:S:1:pos:R:3:forces:R:3:lowdin_charge:R:1 method="wB97M-V/def2-TZVPD" spin_multiplicity=5 gap_ev="6.97 / 5.08" max_force_ev_per_a=0.749 total_charge=+2
Co 0.991 -0.725 -0.129 -0.4977 0.0410 0.1645 0.82
S 1.027 -0.670 7.012 -0.1089 -0.1706 0.1226 1.09
C 1.900 0.645 7.646 -0.0415 -0.0645 0.1757 -0.38
C 2.409 1.438 6.667 0.0411 0.0711 -0.2285 -0.16
C 2.079 0.959 5.374 0.1973 0.3108 -0.1185 -0.12
C 1.328 -0.184 5.393 -0.1174 -0.2013 -0.1088 -0.50
C 0.817 -0.950 4.248 0.0510 0.1094 0.1924 -0.17
C 1.087 -0.514 2.943 0.0476 0.0720 -0.2205 -0.04
N 0.659 -1.139 1.858 0.0692 -0.0404 -0.0301 0.04
C -0.082 -2.266 1.990 0.0369 0.0846 -0.1459 -0.14
C -0.398 -2.793 3.236 -0.0858 -0.1384 0.2241 -0.11
C -1.181 -4.003 3.303 0.0438 0.0732 0.0888 0.02
C -1.606 -4.615 2.179 -0.0299 -0.0331 -0.1198 0.02
C -1.295 -4.078 0.876 -0.2038 -0.2597 0.0729 -0.11
C -1.709 -4.669 -0.327 -0.0853 -0.1580 0.1240 0.09
C -1.388 -4.109 -1.549 -0.0577 -0.0930 -0.1923 -0.17
C -0.637 -2.921 -1.516 0.1008 0.1812 0.0008 -0.05
N -0.227 -2.351 -0.394 0.1124 -0.0991 -0.0412 0.05
C -0.544 -2.913 0.796 0.1150 0.1765 -0.0329 -0.14
C -1.789 -4.708 -2.829 0.1298 0.1645 0.1884 -0.48
C -2.522 -5.842 -3.032 -0.2381 -0.3189 -0.0040 -0.10
C -2.713 -6.152 -4.405 -0.0974 -0.1341 0.2383 -0.15
C -2.116 -5.247 -5.222 0.0719 0.0543 -0.1311 -0.37
S -1.327 -4.024 -4.340 0.2322 0.0261 -0.1388 1.07
C 0.070 -2.108 4.368 -0.0724 -0.1018 0.1831 0.07
H 1.993 0.766 8.716 -0.0146 -0.0201 -0.0840 0.08
H 2.996 2.325 6.863 -0.0402 -0.0602 -0.0449 0.12
H 2.397 1.458 4.465 -0.0117 -0.0248 0.1305 0.10
H 1.678 0.380 2.779 -0.0220 -0.0454 -0.0315 0.11
H -1.421 -4.410 4.278 0.0203 0.0245 -0.0650 0.13
H -2.191 -5.526 2.236 0.0332 0.0517 -0.0025 0.13
H -2.286 -5.587 -0.284 0.0319 0.0540 0.0044 0.14
H -0.368 -2.417 -2.438 0.0155 -0.0094 0.0479 0.11
H -2.921 -6.452 -2.230 0.0233 0.0389 -0.0896 0.12
H -3.266 -7.008 -4.766 0.0309 0.0540 0.0581 0.12
H -2.095 -5.236 -6.302 0.0024 0.0078 0.0760 0.08
H -0.167 -2.505 5.351 0.0142 0.0240 -0.0620 0.12
C 2.999 -0.881 -0.778 0.6587 0.0533 -0.3535 -0.04
C 3.287 0.507 -0.780 -0.1484 -0.0341 0.1156 -0.30
C 3.145 1.300 -1.955 -0.0509 -0.0364 0.0347 0.00
C 3.486 2.627 -1.942 0.0410 0.0421 0.0520 -0.01
C 3.965 3.216 -0.757 0.0700 0.2160 -0.0847 -0.19
C 4.082 2.464 0.423 -0.0001 0.1083 0.0125 0.00
C 3.748 1.137 0.414 -0.0629 -0.0696 0.0156 -0.02
C 4.353 4.601 -0.755 -0.0806 -0.1177 0.0055 -0.16
N 4.660 5.710 -0.748 -0.0724 -0.1398 -0.0105 0.21
H 3.427 -1.470 0.032 -0.1947 -0.0567 0.0550 0.10
H 2.936 -1.395 -1.735 -0.1186 0.0219 0.0186 0.09
H 2.787 0.837 -2.869 0.0332 0.0260 0.0675 0.13
H 3.403 3.227 -2.839 0.0330 -0.0167 0.0135 0.14
H 4.450 2.940 1.322 0.0256 -0.0126 -0.0340 0.14
H 3.868 0.539 1.312 0.0179 0.0217 -0.0714 0.12
O -0.187 0.756 -0.479 0.2807 0.4040 0.0758 -0.58
S -1.460 1.140 0.321 0.0570 -0.3468 -0.0593 1.05
C -2.558 1.795 -0.962 0.0311 -0.1491 -0.0122 -0.24
C -2.412 0.925 -2.179 -0.1986 0.0229 -0.0345 -0.30
C -2.938 -0.365 -2.188 -0.0692 -0.0129 0.0201 -0.05
C -2.812 -1.164 -3.314 -0.0514 0.1059 0.0258 -0.10
C -2.156 -0.676 -4.440 -0.0440 0.0558 -0.0121 -0.09
C -1.630 0.608 -4.434 0.0174 0.0222 0.0414 -0.05
C -1.753 1.407 -3.302 0.0777 0.0101 -0.0483 -0.03
C -1.000 2.627 1.242 0.0533 0.0236 -0.1491 -0.26
C -0.667 3.832 0.410 -0.0024 0.0667 0.1246 -0.30
C -1.423 4.986 0.585 -0.0925 0.0938 0.0031 -0.04
C -1.140 6.133 -0.145 -0.0488 -0.0065 0.0199 -0.05
C -0.102 6.130 -1.064 0.0035 0.0017 -0.0084 -0.05
C 0.650 4.977 -1.248 0.0269 -0.0564 0.0200 -0.06
C 0.377 3.832 -0.513 0.0586 -0.0073 -0.0414 -0.05
H -2.286 2.832 -1.144 0.0105 0.0131 -0.0738 0.10
H -3.558 1.739 -0.528 0.0016 0.0453 -0.0054 0.12
H -3.469 -0.739 -1.316 0.0047 0.0251 -0.0640 0.12
H -3.243 -2.157 -3.324 -0.0138 0.0622 -0.0028 0.10
H -2.078 -1.289 -5.329 0.0024 0.0412 0.0559 0.10
H -1.136 0.997 -5.316 -0.0263 -0.0099 0.0354 0.11
H -1.347 2.414 -3.297 -0.0257 -0.0576 -0.0059 0.12
H -0.171 2.280 1.864 -0.0085 0.0302 0.0266 0.09
H -1.857 2.815 1.895 0.0486 -0.0229 0.0170 0.11
H -2.234 4.995 1.307 0.0468 0.0125 -0.0506 0.12
H -1.731 7.027 0.006 0.0219 -0.0336 0.0049 0.12
H 0.124 7.022 -1.632 -0.0045 -0.0290 0.0162 0.12
H 1.461 4.980 -1.966 -0.0027 -0.0113 0.0089 0.10
H 0.962 2.933 -0.669 -0.0012 0.0545 0.0352 0.09

---

30
Properties=species:S:1:pos:R:3:forces:R:3:lowdin_charge:R:1 method="wB97M-V/def2-TZVPD" gap_ev="7.91 / 7.52" max_force_ev_per_a=5.681
C 1.352 -0.715 -0.527 -0.6420 1.5298 1.8573 -0.40
C 1.407 -2.009 0.035 -0.0320 1.4808 0.0018 0.06
C 1.812 -0.228 -1.887 -0.1093 -5.6512 -0.5105 -0.15
C 0.614 -0.363 -2.864 0.4034 2.9391 1.3923 -0.14
C -0.422 0.829 -2.852 1.3537 -2.2347 0.4203 -0.15
C -1.431 0.512 -1.834 -2.0433 0.4811 0.3379 -0.14
C 0.723 0.340 0.193 -1.1030 0.6758 1.6570 -0.11
C 0.755 -0.121 3.244 -0.9622 5.0392 1.1114 -0.20
C -1.771 -1.083 1.342 -0.8065 2.6498 4.9599 -0.16
C -1.227 2.009 1.912 -2.3728 -2.9061 -0.4660 -0.18
O -2.612 0.364 -1.961 1.6209 0.0742 0.2559 0.10
Si -0.427 0.242 1.780 0.3312 0.0767 -1.3871 0.59
H 1.262 -2.104 1.172 -0.0359 -0.1764 -2.1954 0.07
H 1.593 -2.855 -0.637 0.2556 0.1184 0.7032 0.06
H 2.203 0.715 -1.916 0.7742 2.5943 0.3940 0.07
H 2.711 -0.934 -2.105 -1.5546 1.0482 -0.5383 0.14
H 0.903 -0.380 -3.844 1.1005 -0.4264 -2.5256 0.08
H -0.036 -1.129 -2.682 -0.8177 -2.9287 0.5824 0.08
H 0.126 1.687 -2.743 1.0868 2.4469 1.2595 0.09
H -0.773 0.937 -3.827 -1.4425 -0.1768 -1.7213 0.10
H 0.784 1.444 -0.057 0.3982 -1.4708 -0.5019 0.08
H 1.689 0.616 3.168 -2.1246 -1.2365 0.1748 0.08
H 0.185 0.125 4.245 1.3501 -0.7667 -1.7409 0.06
H 1.187 -1.040 3.208 0.8776 -2.9171 0.2299 -0.05
H -1.343 -1.870 0.907 1.7598 -3.3670 -1.5585 -0.05
H -2.406 -1.400 2.256 1.1066 0.3368 -1.3361 0.07
H -2.433 -0.661 0.670 -1.3584 1.0558 -1.4587 -0.02
H -0.533 2.759 1.907 1.8345 2.0500 0.7690 -0.02
H -1.848 2.246 1.046 0.2261 -0.4941 -0.6801 0.02
H -2.045 2.067 2.650 0.9255 0.1556 0.5138 0.03

---

34
Properties=species:S:1:pos:R:3:forces:R:3:lowdin_charge:R:1 method="wB97M-V/def2-TZVPD" gap_ev=5.64 max_force_ev_per_a=2.410 total_charge=-1
C -2.472 0.168 2.680 -0.4281 -0.0095 0.0991 -0.18
C -1.447 1.277 2.396 0.2197 0.2632 -0.2932 -0.09
C -0.374 0.184 2.245 0.7153 0.2780 0.7465 -0.38
O 0.824 0.213 2.182 -1.0507 -0.0326 0.6941 0.09
C -1.415 -0.926 2.465 0.2365 -0.2911 -0.2651 -0.09
H -2.847 0.194 3.707 -0.1685 -0.0073 -0.2126 0.09
H -3.292 0.134 1.957 0.0233 0.0020 0.2624 0.10
H -1.627 1.838 1.474 0.1278 0.0070 0.1656 0.12
H -1.258 1.954 3.237 0.0832 0.0089 -0.2753 0.11
H -1.210 -1.552 3.340 0.0866 -0.0369 -0.2273 0.11
H -1.580 -1.541 1.576 0.1342 -0.0278 0.1071 0.11
C -0.797 -4.309 -1.722 0.0481 -0.1689 0.0430 -0.09
C -1.027 -2.819 -1.752 0.4111 0.2807 0.4552 -0.26
O 0.025 -2.202 -0.984 -0.8744 -1.1184 -0.6134 -0.06
C -0.078 -0.836 -0.931 1.3432 1.4548 1.2493 -0.54
C 1.095 -0.254 -0.342 -0.7973 -1.5404 -1.6730 -0.09
C 1.528 1.027 -0.666 0.0453 1.2909 0.0527 -0.24
C 0.623 2.024 -1.161 0.2337 0.4431 -0.0370 -0.07
C 1.057 3.324 -1.393 1.5306 -1.6200 0.5877 -0.73
Cl -0.069 4.497 -1.929 -0.5707 0.7124 -0.3256 0.62
C 2.404 3.682 -1.198 -0.3016 0.1847 -0.0604 -0.18
C 3.312 2.711 -0.742 -0.4589 -0.0138 -0.1056 -0.14
C 2.896 1.417 -0.482 -0.3423 -0.0029 0.0186 -0.07
O -1.106 -0.270 -1.320 -0.2025 -0.2881 -0.2989 -0.02
H -1.562 -4.802 -2.321 -0.0529 -0.0994 -0.0365 0.06
H 0.182 -4.571 -2.134 -0.0724 0.0607 0.0712 0.07
H -0.860 -4.693 -0.700 0.0538 0.0229 -0.0652 0.07
H -0.991 -2.444 -2.786 -0.1336 0.0151 0.3056 0.12
H -1.997 -2.560 -1.304 0.1446 -0.0082 -0.2851 0.11
H 1.803 -0.943 0.092 0.1119 -0.1256 -0.1293 0.09
H -0.410 1.740 -1.343 0.2432 0.1432 0.1075 0.08
H 2.715 4.700 -1.406 0.0477 -0.0631 0.0519 0.07
H 4.357 2.987 -0.594 -0.2065 -0.0376 -0.0477 0.09
H 3.599 0.651 -0.140 -0.1794 0.3241 -0.0664 0.10

---

105
Properties=species:S:1:pos:R:3:forces:R:3:lowdin_charge:R:1 method="wB97M-V/def2-TZVPD" spin_multiplicity=3 gap_ev="4.25 / 4.28" max_force_ev_per_a=2.036 total_charge=-2
Ti 0.734 1.137 0.502 0.2142 0.4322 0.9160 1.14
O 4.294 2.787 5.470 1.1623 -0.2372 0.6438 0.05
C 3.479 2.266 4.536 -0.6767 -1.1124 -1.5649 -0.30
C 3.772 1.088 3.784 0.2128 0.8932 0.7362 0.07
C 2.894 0.709 2.797 -0.2046 -0.6688 0.0745 -0.18
N 1.765 1.346 2.544 -0.0974 0.9986 0.0536 0.11
C 1.471 2.447 3.225 0.9844 -0.7887 0.4210 -0.14
C 2.293 2.927 4.252 -0.9188 0.4445 -0.1327 0.08
C 0.197 3.052 2.752 -1.0508 1.0075 0.1663 -0.59
O -0.288 4.008 3.355 0.1532 0.2007 0.3475 0.03
O -0.313 2.488 1.741 0.1857 -0.1807 -0.3159 -0.12
C 2.999 -0.495 1.876 1.1497 -1.0974 -0.5586 -0.57
O 3.828 -1.416 2.055 -1.0346 1.4682 -0.0217 0.00
O 2.158 -0.395 0.918 0.1307 -0.4727 -0.1255 -0.12
H 5.129 2.279 5.515 -0.7622 0.2964 -0.1247 0.12
H 4.667 0.495 3.947 -0.0252 0.0698 0.0179 0.12
H 1.930 3.815 4.789 0.4547 -0.4039 -0.2339 0.13
N -2.472 1.457 -1.600 0.6990 -0.4620 -0.3376 0.06
N -2.155 2.810 -1.835 0.0818 0.0387 -0.0051 -0.01
C -0.909 3.356 -1.592 -0.2702 -0.5306 -0.6258 -0.46
N -0.705 4.596 -2.106 -0.9662 0.7539 -0.4230 0.14
N 0.041 2.733 -1.004 0.9041 -0.3094 0.5901 0.09
N 1.175 3.568 -0.691 0.1381 0.6162 -0.3011 -0.38
O 1.835 3.076 0.294 0.3277 -0.8334 0.4293 -0.16
O 1.802 4.311 -1.572 -0.6912 -0.7049 0.2582 -0.14
H -2.671 1.311 -0.628 0.0525 0.1460 0.2228 0.01
H -1.666 0.834 -1.805 -0.3459 0.3773 -0.0749 0.04
H -2.543 3.107 -2.722 0.2262 0.1293 0.2519 0.12
H -1.403 5.230 -1.759 -0.1201 0.3852 -0.1488 0.09
H 0.275 4.873 -1.982 0.1437 0.2675 -0.0811 0.04
C -3.785 3.063 2.229 -0.8083 0.2708 0.0487 -0.08
C -3.146 1.835 1.638 0.3825 -0.1971 -0.2646 -0.40
C -4.198 0.947 0.978 -0.9278 0.7379 0.0174 -0.07
C -2.495 0.950 2.654 0.2483 -0.2991 -0.0294 -0.16
C -3.068 0.871 3.915 -0.1019 -0.4484 0.1311 -0.04
C -2.655 -0.120 4.801 -0.2235 0.6660 0.8876 -0.10
C -1.599 -0.914 4.470 0.6927 -0.9683 -0.2756 -0.08
C -1.000 -0.878 3.220 -0.6562 0.5690 -1.0713 -0.14
C -0.116 -2.034 2.833 0.3697 -0.4148 -0.1635 -0.35
C 1.087 -2.279 3.784 0.4173 0.1098 -0.7987 -0.04
C -0.999 -3.297 2.790 -0.0666 -0.1425 -0.1194 -0.07
C -1.483 0.049 2.253 0.9805 -0.1818 0.1809 -0.17
N -0.952 0.043 0.895 -0.3799 -0.5023 0.3528 -0.10
C -1.575 -1.028 0.183 0.9505 0.6114 -1.0317 -0.22
C -1.344 -1.515 -1.076 -0.8803 -0.0764 1.2048 -0.23
N -0.520 -0.995 -2.031 -0.0976 -0.4956 -0.2974 0.03
C -0.071 -1.829 -3.023 -0.0773 0.0052 0.8929 -0.23
C 0.420 -3.162 -2.834 0.6782 -0.1519 -0.2274 -0.14
C 1.244 -3.687 -3.826 -0.0631 -0.6800 -0.5973 -0.10
C 1.465 -3.111 -5.060 0.0328 0.0995 -0.3416 -0.14
C 0.821 -1.917 -5.309 -0.0345 0.5649 0.1575 -0.08
C 0.075 -1.290 -4.322 -0.0397 0.1758 -0.7605 -0.16
C -0.596 0.011 -4.711 0.1217 -0.3619 -0.6930 -0.38
C 0.098 1.214 -4.095 0.8687 -0.0592 0.2526 -0.07
C -2.106 -0.016 -4.522 0.0454 -1.0474 0.4892 -0.08
C 0.317 -4.102 -1.650 -0.6321 -1.2013 0.5601 -0.36
C -0.966 -4.987 -1.693 -0.4055 0.4897 -0.0782 -0.07
C 0.556 -3.659 -0.214 0.4362 0.3312 0.4540 -0.08
H -4.166 3.695 1.425 0.1490 0.1868 -0.0891 0.08
H -3.062 3.602 2.821 0.2336 0.3594 0.1555 0.08
H -4.673 2.851 2.852 0.3307 -0.0895 -0.1208 0.07
H -2.359 2.196 0.958 -0.3751 -0.3300 0.1421 0.10
H -4.955 0.767 1.754 -0.0074 -0.1788 -0.1543 0.08
H -3.834 -0.010 0.629 0.1655 -0.0482 -0.1657 0.06
H -4.701 1.484 0.163 0.0567 -0.1902 -0.0419 0.08
H -3.907 1.526 4.151 0.2939 -0.2017 0.1055 0.10
H -3.098 -0.271 5.787 -0.1480 0.3072 -0.2149 0.09
H -1.243 -1.721 5.106 -0.2634 0.2462 0.3560 0.10
H 0.238 -1.875 1.799 0.1290 0.1524 0.6199 0.10
H 0.799 -2.466 4.821 -0.2105 -0.0574 -0.0542 0.06
H 1.781 -1.419 3.790 -0.4134 -0.4166 0.0448 0.06
H 1.674 -3.152 3.417 -0.3486 0.5204 0.2592 0.09
H -1.353 -3.533 3.796 0.0577 -0.1601 0.0372 0.07
H -0.438 -4.149 2.380 -0.1531 0.1558 0.2187 0.06
H -1.898 -3.149 2.170 0.3638 0.0168 0.1025 0.08
H -2.308 -1.523 0.762 -0.8587 -0.6830 0.3550 0.07
H -2.007 -2.387 -1.311 0.5564 0.6114 -0.0005 0.10
H 1.718 -4.657 -3.694 -0.1075 -0.0179 0.3558 0.09
H 2.061 -3.597 -5.830 0.0463 0.0113 0.2009 0.08
H 0.940 -1.394 -6.259 -0.0771 -0.2106 0.0301 0.10
H -0.450 0.060 -5.819 0.0184 0.2123 0.5835 0.12
H 0.084 1.229 -2.999 -0.2674 -0.1448 -0.3537 0.04
H 1.184 1.140 -4.333 -0.5917 0.3004 -0.0751 0.09
H -0.310 2.147 -4.482 0.0603 0.2017 -0.0477 0.07
H -2.398 -0.184 -3.492 0.0914 0.2548 0.1796 0.05
H -2.579 -0.839 -5.063 0.2202 -0.0507 -0.3177 0.07
H -2.534 0.890 -4.873 -0.5162 1.0130 -0.2592 0.05
H 1.083 -4.865 -1.830 0.2142 0.2775 -0.0777 0.10
H -1.891 -4.395 -1.710 0.2567 0.0197 0.1281 0.06
H -1.044 -5.676 -0.837 0.2555 0.1784 -0.1591 0.07
H -0.978 -5.564 -2.614 0.0532 -0.2030 -0.1569 0.06
H -0.328 -3.248 0.253 -0.1394 0.0866 -0.0913 0.03
H 1.346 -2.910 -0.080 -0.0586 -0.0274 -0.1874 0.08
H 0.869 -4.518 0.394 -0.0388 -0.0645 -0.1791 0.08
C 4.213 2.201 -2.000 -0.4383 0.0054 -0.8343 -0.07
N 4.024 0.766 -2.112 -0.4339 -1.2199 -0.0037 0.02
C 2.800 0.239 -1.778 -0.3266 0.7583 0.7482 -0.57
N 2.575 -1.069 -1.951 -0.4620 -0.8216 0.3295 0.22
O 1.922 0.980 -1.324 0.0065 0.0496 -0.0310 -0.08
H 5.246 2.443 -2.222 0.1849 -0.0086 0.0828 0.07
H 3.931 2.528 -1.011 -0.0104 0.0700 0.2449 0.07
H 3.553 2.724 -2.703 0.1443 0.1339 0.1809 0.08
H 4.412 0.234 -2.874 0.5034 0.4037 -0.0952 0.12
H 3.348 -1.699 -1.845 0.1720 -0.0990 -0.0766 0.11
H 1.690 -1.396 -1.511 0.7955 0.5645 -0.6077 0.09